1.
Molecular formula: C4H11N2O
Method: DFT, the ωB97M-V functional and the def2-TZVPD basis

Each line ends with the Mulliken charge.
Positions of all 18 atoms, in Å:
N  3.82685  -1.26182  -1.12958  -0.67
C  -0.17023  0.64737  -2.00062  -0.31
C  -0.12295  0.16058  -0.67359  0.82
N  -1.34318  -0.00518  -0.07063  -0.19
C  -1.44980  -0.41245  1.34983  -0.34
C  -1.91039  0.78470  2.18411  -1.01
O  0.94137  -0.20200  -0.18743  -0.53
H  2.87417  -1.00999  -0.89836  0.27
H  3.88098  -1.40208  -2.12000  0.23
H  4.43011  -0.56147  -0.73114  0.23
H  0.78024  0.98399  -2.41095  0.31
H  -0.97138  0.59871  -2.73412  0.31
H  -2.09128  0.43246  -0.60001  0.25
H  -0.44767  -0.78042  1.52702  0.32
H  -2.15167  -1.24066  1.40572  0.30
H  -1.33736  1.66324  1.88784  0.34
H  -2.94990  1.00891  1.96164  0.35
H  -1.78789  0.59610  3.24025  0.32

Summary:
HOMO level ... -12.27 eV
Net charge ... +1

2.
Molecular formula: C4H11N2O
Method: DFT, the ωB97M-V functional and the def2-TZVPD basis

Each line ends with the Mulliken charge.
Positions of all 18 atoms, in Å:
C  -2.78568  -0.26696  0.31112  -0.78
O  -1.52318  0.36717  0.04182  -0.36
C  -0.41870  -0.55532  0.02404  -0.14
N  0.22966  -0.52875  -1.27546  -0.36
C  0.95818  0.11167  0.06634  0.77
C  1.47788  1.53570  -0.02539  -1.26
N  2.06024  -0.84769  0.47459  -0.67
H  -3.42463  0.45037  0.88490  0.23
H  -3.20496  -0.49051  -0.58584  0.34
H  -2.71060  -1.14330  0.88556  0.38
H  -0.52900  -1.43132  0.70668  0.47
H  0.36456  -1.45162  -1.82133  0.31
H  -0.13429  0.19024  -1.83179  0.29
H  2.40137  1.47182  -0.74690  0.37
H  1.92533  1.58075  1.00522  0.38
H  0.75648  2.32772  -0.20121  0.37
H  1.64366  -1.05364  1.38152  0.30
H  2.91367  -0.26633  0.70613  0.37

Summary:
SMILES ... CO[C@H]1[NH2+][C@]1(C)N
HOMO level ... -14.94 eV
Net charge ... +1

3.
Molecular formula: C4H11N2O
Method: DFT, the ωB97M-V functional and the def2-TZVPD basis

Each line ends with the Mulliken charge.
Positions of all 18 atoms, in Å:
C  0.22425  -0.17886  -0.71893  0.87
C  0.04492  0.46650  1.64650  -0.92
C  -1.71356  1.07077  0.01565  -1.05
C  1.82038  -1.19354  -0.22060  -0.55
N  -0.40932  0.41757  0.25391  -0.01
N  -0.11419  -0.15979  -1.99142  -0.39
O  1.64297  -2.14145  0.73804  -0.44
H  -0.83074  0.84809  2.21594  0.32
H  0.46944  -0.42316  1.94179  0.35
H  0.89411  1.28445  1.58242  0.32
H  -2.44667  0.71535  0.65683  0.40
H  -1.75134  2.11123  0.35517  0.39
H  -2.10815  0.94091  -1.03031  0.30
H  2.68225  -0.57697  -0.02494  0.35
H  1.96891  -1.49398  -1.28028  0.34
H  0.38972  -0.66016  -2.65770  0.21
H  -0.85027  0.54905  -2.28872  0.17
H  1.45435  -2.97611  0.30286  0.34

Summary:
HOMO level ... -14.32 eV
Net charge ... +1

4.
Molecular formula: C4H11N2O
Method: DFT, the ωB97M-V functional and the def2-TZVPD basis

Each line ends with the Mulliken charge.
Positions of all 18 atoms, in Å:
N  1.02851  0.49642  1.40454  -0.27
C  1.92838  0.95670  0.56554  0.16
N  2.21348  0.39357  -0.55737  -0.26
H  0.42514  -0.31085  1.16054  0.25
H  0.81913  1.10205  2.17992  0.23
H  2.42306  1.87056  0.85000  0.37
H  3.00935  0.73265  -1.09997  0.25
H  1.74197  -0.46352  -0.82279  0.22
C  -1.49937  -1.28622  -0.04137  -0.33
O  -0.16850  -1.59958  0.49252  -0.60
C  -1.59068  0.23405  -0.21891  -0.05
C  -1.52756  0.82389  -1.44097  -0.79
H  -2.18960  -1.67521  0.71864  0.30
H  -1.62848  -1.84323  -0.97928  0.31
H  -0.17614  -2.43136  0.99787  0.30
H  -1.76439  0.80121  0.70782  0.34
H  -1.83013  1.87038  -1.54585  0.28
H  -1.21419  0.32850  -2.37087  0.27

Summary:
HOMO level ... -13.71 eV
Net charge ... +1

5.
Molecular formula: C4H11N2O
Method: DFT, the ωB97M-V functional and the def2-TZVPD basis

Each line ends with the Mulliken charge.
Positions of all 18 atoms, in Å:
C  0.77669  0.22711  1.55121  -1.40
C  -1.56683  0.85305  -1.27618  -1.10
C  -0.34645  0.59403  -0.48468  0.17
C  0.26103  -0.89889  -0.57264  -0.46
N  -0.35797  1.00970  1.12997  -0.37
N  0.75456  -1.07022  0.98262  -0.22
O  1.26501  -1.25223  -1.38168  -0.47
H  0.71920  0.28871  2.59894  0.95
H  1.73710  0.65733  1.10795  0.28
H  -1.52406  1.94788  -1.58217  0.32
H  -2.38066  0.62711  -0.62646  0.36
H  -1.54974  0.16020  -2.22907  0.30
H  0.47407  1.34048  -0.87696  0.22
H  -0.49824  -1.57979  -0.61933  0.54
H  -0.05139  -1.42626  1.51082  0.46
H  -1.17404  0.80764  1.76629  0.67
H  1.60410  -1.66366  0.82002  0.37
H  1.85761  -0.62219  -1.81865  0.39

Summary:
HOMO level (alpha / beta) ... -8.01 / -16.39 eV
⟨S²⟩ ... 2.005
Spin multiplicity ... 3
Net charge ... +1

6.
Molecular formula: C4H11N2O2
Method: DFT, the ωB97M-V functional and the def2-TZVPD basis

Each line ends with the Mulliken charge.
Positions of all 19 atoms, in Å:
C  -0.67007  1.95438  0.96090  -1.23
C  -0.59769  -1.03870  -1.91865  -1.03
C  0.33871  1.39810  0.03575  -0.39
C  -0.92949  -0.84734  -0.34816  -0.49
N  1.23295  -0.74774  0.77898  0.60
N  0.34983  -0.05636  0.18253  0.26
O  2.31080  -0.28448  1.06476  -0.46
O  1.23771  -2.42589  1.30569  -0.38
H  -1.63992  1.85842  0.55824  0.43
H  -0.55673  1.83186  1.96737  0.40
H  -0.41251  2.99960  0.99412  0.40
H  -1.26333  -1.82816  -2.32045  0.37
H  -0.82245  -0.06462  -2.30574  0.34
H  0.38064  -1.28575  -1.96788  0.41
H  1.22279  1.76452  0.34862  0.43
H  0.18951  1.50659  -0.98944  0.26
H  -0.81241  -1.75689  0.26141  0.39
H  -1.69089  -0.21412  -0.06367  0.32
H  2.13254  -2.76342  1.45562  0.37

Summary:
HOMO level (alpha / beta) ... -15.81 / -15.81 eV
Net charge ... +1

E? In order: -343.363909 -343.418506 -343.448814 -343.504646 -343.199733 -418.486313 a.u..
Energy relative to the best compared isomer or geometry (same formula, charge and spin)? In order: 5.449 3.963 3.139 1.619 4.085 8.531 eV.